[1]
{
  "formula": "C5H7N3",
  "method": "ωB97M-V/def2-TZVPD",
  "symbols": ["C", "C", "C", "C", "C", "H", "H", "H", "H", "H", "H", "H", "N", "N", "N"],
  "xyz": [[-1.19354, -0.27703, -0.38857], [-0.71238, 1.28294, -0.16326], [1.95753, 0.65311, 0.21128], [2.31796, -0.66695, 0.12844], [0.29319, -0.67527, -0.20402], [-2.09915, -0.96392, 1.37311], [-2.71356, -1.58230, -0.08277], [-1.59032, -0.52484, -1.37001], [-0.94589, 1.86753, 0.75294], [-0.77046, 2.07771, -0.96974], [2.54979, 1.53611, 0.39390], [3.20215, -1.16167, 0.20076], [-2.24993, -0.71277, 0.40759], [0.66060, 0.61913, -0.03997], [1.29400, -1.47178, -0.24968]],
  "atomic_forces_ev_per_a": [[0.31, 0.72, -0.80], [1.72, -0.33, -0.22], [2.12, 0.40, 0.35], [-0.48, 0.51, -0.83], [-2.18, 2.65, -0.85], [0.46, 0.14, 0.06], [1.11, 2.34, 1.63], [0.60, 0.72, -0.60], [-0.33, -1.08, -0.23], [0.07, -1.47, 0.37], [-0.11, -0.08, 0.03], [2.78, -0.59, 0.40], [-2.77, -3.15, -0.38], [-2.76, 0.83, 0.15], [-0.53, -1.61, 0.91]],
  "charge": 0,
  "e_above_lowest_kj_mol": 294.1,
  "e_homo_ev": -8.42,
  "e_lumo_ha": 0.0318,
  "homo_lumo_gap_ev": 9.286,
  "e_tot_ha": -358.9064
}

***

[2]
{
  "formula": "C19H22N2O3S2",
  "method": "ωB97M-V/def2-TZVPD",
  "symbols": ["C", "C", "C", "C", "C", "C", "C", "C", "H", "H", "S", "C", "H", "H", "C", "N", "C", "O", "C", "H", "H", "S", "C", "C", "C", "C", "C", "C", "C", "H", "H", "N", "O", "O", "H", "H", "H", "H", "H", "H", "H", "H", "H", "H", "H", "H", "H", "H"],
  "xyz": [[-2.74369, -0.45732, 2.26262], [-3.04378, -0.18740, 0.81945], [-3.50480, -1.21791, 0.00866], [-3.81252, -1.00518, -1.32342], [-3.67588, 0.26070, -1.86708], [-3.21748, 1.29631, -1.07466], [-2.88289, 1.08577, 0.25958], [-2.39002, 2.23404, 1.09143], [-1.81362, 1.89985, 1.95243], [-3.23533, 2.82556, 1.45020], [-1.35441, 3.45092, 0.19877], [0.26100, 2.60270, 0.10265], [0.99325, 3.40887, 0.11860], [0.37763, 1.99490, 0.99835], [0.44581, 1.77032, -1.15961], [-0.06097, 0.42673, -1.00599], [0.56908, -0.64043, -1.52492], [1.63104, -0.58530, -2.11034], [-0.16356, -1.95445, -1.30092], [0.38162, -2.76936, -1.77617], [-1.17516, -1.89736, -1.70418], [-0.37336, -2.34101, 0.46285], [1.32636, -2.87383, 0.89502], [2.30865, -1.77094, 0.68811], [3.36652, -1.91718, -0.20252], [4.22456, -0.86442, -0.44856], [4.01371, 0.34476, 0.19890], [2.97683, 0.50125, 1.11199], [2.13305, -0.55961, 1.35439], [1.31274, -0.45849, 2.05024], [2.85297, 1.45154, 1.60848], [4.86462, 1.46653, -0.09129], [5.89633, 1.25621, -0.69093], [4.49250, 2.56100, 0.28239], [5.03433, -0.95264, -1.15546], [3.50518, -2.85184, -0.72376], [1.56596, -3.75223, 0.29618], [1.25602, -3.15801, 1.94565], [-0.98283, 0.31780, -0.60333], [1.50857, 1.67543, -1.39921], [-0.05011, 2.27053, -2.00016], [-3.10520, 2.28770, -1.48837], [-3.92753, 0.44261, -2.90079], [-4.16896, -1.82339, -1.93165], [-3.62267, -2.20338, 0.43390], [-1.68674, -0.30232, 2.47661], [-2.98256, -1.48807, 2.50756], [-3.32426, 0.20004, 2.90835]],
  "atomic_forces_ev_per_a": [[0.00, 0.04, 0.00], [-0.01, 0.09, -0.09], [-0.04, -0.01, -0.06], [-0.05, -0.06, -0.05], [-0.03, 0.01, -0.04], [-0.11, -0.04, 0.04], [-0.22, -0.11, -0.05], [0.37, 0.44, -0.22], [-0.12, -0.01, 0.06], [0.04, -0.03, 0.12], [0.03, -0.03, 0.37], [-0.46, 0.17, -0.24], [0.04, -0.02, 0.06], [0.14, -0.01, 0.06], [0.26, -0.02, -0.06], [-0.27, 0.38, 0.05], [-0.28, -0.25, 0.00], [0.23, 0.03, -0.38], [0.18, -0.16, 0.37], [-0.03, 0.12, -0.10], [0.02, -0.02, -0.03], [0.00, -0.35, 0.06], [-0.59, 0.04, -0.22], [0.37, 0.07, -0.01], [-0.12, 0.06, 0.32], [0.21, 0.36, 0.05], [-0.74, -1.10, 0.19], [0.18, 0.18, -0.08], [0.17, -0.13, -0.06], [-0.08, 0.07, 0.05], [-0.02, 0.03, 0.02], [0.32, 0.39, -0.09], [0.25, 0.01, -0.15], [-0.02, 0.32, 0.06], [0.03, 0.00, -0.03], [-0.01, -0.08, -0.08], [0.10, -0.02, 0.10], [0.02, -0.08, -0.02], [0.16, -0.15, -0.09], [-0.10, 0.02, 0.02], [0.14, 0.01, 0.05], [0.05, 0.04, -0.06], [-0.02, 0.01, -0.10], [-0.03, -0.08, -0.05], [-0.01, -0.13, 0.06], [0.08, 0.02, 0.07], [-0.02, -0.07, 0.07], [-0.01, 0.01, 0.12]],
  "charge": 0,
  "e_above_lowest_kj_mol": 240.7,
  "e_homo_ev": -8.83,
  "e_lumo_ha": -0.0140,
  "homo_lumo_gap_ev": 8.451,
  "e_tot_ha": -1868.7646
}